Record 1
C42H33BiF5N8OTe | ωB97M-V/def2-TZVPD

Calculated values
- Strongest force on any atom: 2.71 eV/A
- Lowest unoccupied orbital energy: -2.83 eV
- HOMO: -0.351 Ha
- E_tot: -3115.50221 Eh
- Energy above the lowest of the compared OMol25 structures with the same formula, charge and spin: 103.0 kJ/mol

Geometry as ORCA input:
```
! RIJCOSX wB97M-V def2-TZVPD def2/J DEFGRID3
* xyz 1 1
H -1.99468 -0.39807 -2.93855
C 0.62378 -3.49238 -0.26884
H -3.53754 0.27285 -0.90112
H 1.91105 2.62655 3.41131
N 0.67806 -2.53003 0.65444
C 1.41585 0.53964 3.25837
H -2.54652 5.40109 -1.98230
C 0.61770 -1.87488 4.27299
F -4.22676 -1.98472 -1.29407
H -3.73431 3.51467 -3.17702
C -1.88270 3.34052 -2.07840
H 1.55116 0.59687 -2.77595
C 0.53308 -3.06629 -1.70364
Bi 0.31241 -0.17106 -0.16434
O -1.65420 -1.63278 -0.74488
H 0.66173 0.48224 -4.29992
H 0.27720 -2.83044 4.64615
H -0.72401 2.24176 2.70852
H 2.91367 1.71055 2.28116
C -5.83753 0.36007 1.61896
C -5.25921 0.06456 0.37497
N -1.83253 1.34621 1.13787
F -3.03115 -3.98774 -0.99486
C 3.55027 -1.28212 0.05431
C 0.71222 -4.82576 0.08991
H -3.78176 1.11171 -3.81272
C 0.83509 -1.67999 2.91891
C -3.92426 0.33972 0.10312
N 1.23448 1.89319 -0.70662
C -1.77606 4.69897 -1.68780
C 0.55717 -2.29091 -4.31616
H -0.62848 6.12724 -0.62297
H -0.11503 -4.97677 -2.40811
H 1.28013 2.14432 1.81668
C 0.89074 -1.40436 -3.29808
H 5.50502 -2.15514 0.27364
H 3.02670 -2.20788 0.25798
H 0.69752 -5.60899 -0.65192
C -0.70672 5.09653 -0.94553
C 0.82922 -0.81642 5.13790
H -6.88001 0.12403 1.78666
C 3.23082 3.27326 -1.13982
C -2.98470 1.51774 -3.20356
N -2.76538 1.80358 3.10729
N 2.81062 -0.22032 -0.19275
C 1.37900 -0.02475 -3.65293
C -2.94950 2.83767 -2.85795
C -3.17612 0.96513 1.11549
H -2.83740 2.10597 4.06253
N 0.83458 -1.78123 -2.01155
H 0.92375 -6.18034 1.73176
H 0.97311 -4.38555 3.42215
C 5.43654 2.32623 -0.80874
C 2.59217 2.11068 -0.75503
C 4.95091 -1.24920 0.06692
H 1.47821 1.22680 5.28811
C 0.27705 2.87325 -0.97208
H 6.66521 -0.01456 -0.22655
F -2.03212 -3.73825 1.05105
Te -3.03437 -2.44927 0.08880
C -0.88999 2.42924 -1.68389
C 4.83074 1.08838 -0.48425
C 0.83677 -5.14553 1.42716
F -4.57583 -3.00624 0.91035
C 0.15956 -3.56970 -4.00116
N 1.17863 -0.48031 2.42008
H 2.64314 4.12051 -1.46059
F -2.74939 -1.64705 1.77364
C 5.58252 -0.07122 -0.20504
C -1.97456 0.66582 -2.72385
H 2.31573 -0.11646 -4.20759
C 0.32489 4.19162 -0.59148
H 0.68005 -0.94739 6.20234
H -0.15219 -4.25799 -4.77631
H 5.08913 4.32199 -1.43060
C 4.64084 3.37696 -1.14676
N -0.97857 1.09937 -1.98210
C -5.10359 0.96172 2.61858
H -5.86933 -0.37518 -0.40095
H -5.54757 1.20330 3.57727
H 6.51571 2.41517 -0.80213
C 0.18160 -3.97467 -2.67575
H 0.60191 -1.95567 -5.34411
C 1.26205 0.39475 4.63056
C -3.76943 1.23791 2.34134
H 1.15813 4.54789 -0.00045
C 1.89750 1.83495 2.66434
C 3.42638 0.97504 -0.46134
C 0.76502 -2.82591 1.95304
C 0.85941 -4.14090 2.37636
C -1.65239 1.83617 2.34011
*
```

***

Record 2
C42H33Co2NO5PS | ωB97M-V/def2-TZVPD

Calculated values
- Strongest force on any atom: 6.20 eV/A
- Lowest unoccupied orbital energy: 2.23 eV
- HOMO: -0.039 Ha
- E_tot: -5556.04154 Eh
- Energy above the lowest of the compared OMol25 structures with the same formula, charge and spin: 326.3 kJ/mol

Geometry as ORCA input:
```
! RIJCOSX wB97M-V def2-TZVPD def2/J DEFGRID3
* xyz -1 1
O 0.02154 -1.99819 -0.68153
C -2.36851 0.45077 1.33647
C 2.33457 -3.76157 3.80614
C -1.51967 -1.74080 3.39598
C 0.64607 3.01275 -3.71463
C -2.99799 -1.47316 -4.14723
H 0.94151 2.08626 -4.20654
H 0.46356 2.60572 7.48565
H -0.46983 0.76316 -6.01401
C 0.72896 5.40570 -3.52331
C 3.31880 -3.67743 2.81073
C -0.58661 2.32108 5.61994
C 0.12439 0.42797 4.28605
C -3.25752 -1.09429 -5.46222
H -1.66329 -1.43583 -2.47086
H 0.63100 -0.48897 -2.60614
C -0.90153 -0.26569 -4.14690
C 0.36731 1.99691 6.58673
C 1.10032 0.11910 5.24393
H -0.88911 4.04652 -0.82696
H 2.20389 -1.53025 -6.48083
C 1.20592 0.89207 6.40470
H 3.94351 -0.66560 -4.47931
H 3.23672 -0.20447 -2.90986
S 1.69544 0.00387 -4.70394
N -5.45262 -1.93130 -6.62513
H 1.56000 -2.44214 -5.09895
H -0.14084 6.20465 -1.73020
H -3.33104 -4.36522 2.19607
H 1.94506 0.61656 7.15894
H -4.38408 -4.16272 4.44434
C -1.16326 0.12730 -5.46686
O 2.96671 0.41824 -1.07985
H -1.24821 3.17399 5.75916
C -0.24649 -1.05080 -0.04632
H -1.16479 2.95040 0.79827
H 0.45704 -1.58319 -6.23199
P -0.15779 -0.61452 2.80385
C -1.83216 -1.10055 -3.49431
H 2.85714 -1.81976 -3.65209
C 0.02367 2.89612 -2.46994
H 0.48199 -2.94768 4.55473
H -1.24985 1.04884 -2.29045
C -4.47109 -1.54342 -6.11858
C 2.13265 1.44913 2.16816
C 0.99179 4.24363 -4.23862
H -3.75764 -2.03816 -3.62065
H 1.04297 6.38614 -3.88597
C 0.05752 5.30892 -2.30632
C 2.22738 -1.73329 1.88453
H 1.77377 -0.72823 5.09468
C -2.99126 -3.60514 2.89419
C 1.23146 -1.81269 2.86147
H -1.79360 -0.82978 5.34470
C 0.35524 0.16106 -3.48688
C 1.41955 -1.53909 -5.71061
H 4.02242 -2.60005 1.06654
H -1.46282 1.78522 3.70934
C 3.26702 -2.66421 1.85237
C -0.23450 1.50802 -1.96778
Co -0.68008 0.31168 0.86747
C -0.71150 1.54255 4.46463
Co 1.18892 1.77307 0.73241
H 2.17951 -0.94814 1.12501
O -3.48301 0.52912 1.65621
C -2.32251 -0.28288 -6.10507
H -3.60318 -2.38525 6.00664
O 2.91491 1.33684 3.01817
H -1.49167 -2.84485 1.53330
H 2.37212 -4.54527 4.56251
H 1.51935 4.30502 -5.17252
C -0.33582 4.08226 -1.77269
C 1.63959 3.44432 0.79880
C -0.51427 2.09539 0.64404
C 1.28013 -2.84386 3.81669
C -3.58045 -3.48931 4.15167
C -3.14757 -2.49360 5.02611
O 1.96256 4.55964 0.80808
C -2.12358 -1.61398 4.65759
C -0.06780 1.39894 -0.52908
C 3.06342 -0.75880 -3.83018
C -1.95957 -2.74217 2.51732
H 4.12055 -4.41295 2.77770
H -2.53139 0.06424 -7.10756
C 2.27057 0.95603 -0.31905
*
```

***

Record 3
C42H33CrFO3P2S | ωB97M-V/def2-TZVPD

Calculated values
- Strongest force on any atom: 0.17 eV/A
- Lowest unoccupied orbital energy (spin up / spin down): 0.45 / 0.38 eV
- HOMO (spin up / spin down): -0.275 / -0.306 Ha
- E_tot: -4071.29025 Eh
- Energy above the lowest of the compared OMol25 structures with the same formula, charge and spin: 0.0 kJ/mol
- ⟨S²⟩: 6.03

Geometry as ORCA input:
```
! RIJCOSX wB97M-V def2-TZVPD def2/J DEFGRID3
* xyz 0 5
H 1.69268 -0.67156 -3.70107
C 3.45053 0.00751 0.44686
H 4.40846 0.79607 -2.87402
C -3.96933 -4.38464 0.22177
O 0.85749 2.07906 0.67747
C -2.21482 -2.38261 -4.90490
H 0.26915 -3.55786 -2.95935
O -0.44256 1.92363 -1.28459
C -1.42426 -1.29026 2.61115
C -2.75405 -3.86308 -0.20073
O 0.13714 4.16741 -0.43314
C 3.04004 -1.19839 -2.10900
C -0.90138 -0.40793 -3.45888
C -2.03110 -2.53152 -3.54106
C 0.34312 0.20579 3.13024
H -5.81222 -1.54534 0.21724
P 2.30354 0.03178 -0.97280
C 2.49503 -1.32878 -3.38770
H -2.41300 -3.41195 -3.03796
H -0.73532 0.63490 -5.32280
H -2.11857 -1.75358 1.91856
Cr -0.24613 0.33055 0.18341
H -4.05439 -5.44144 0.43830
C 4.06091 -2.05996 -1.72034
H 2.16503 -1.34750 1.49914
C 5.12978 -0.20293 2.65749
H 6.39472 1.19305 1.62940
C -2.63617 -2.50431 -0.47259
C 3.94410 -0.91936 2.61899
C 3.82566 1.68686 -2.67698
C 4.53893 -3.02158 -2.60180
H -0.41757 0.37924 -2.89296
H 2.01512 -4.51584 1.56144
C -3.74446 -1.67318 -0.31837
H 0.31517 -2.75731 1.25254
H 0.91876 0.30096 5.21623
C 5.47465 0.62432 1.59583
C 0.16631 -3.05057 -0.87291
C -1.52756 -1.66118 3.94886
H 1.76470 4.85943 -1.98176
C 3.10618 -0.81060 1.51816
C 1.59575 -4.76024 -1.78800
H 3.72371 4.96762 -3.50518
H 4.37976 -3.88167 -4.56028
H 1.96008 -5.31089 -2.64483
C 0.63956 -3.77032 -1.96615
C 0.67347 -3.32205 0.39912
P -1.08048 -1.73052 -1.02025
H -6.01538 -3.96183 0.70017
C 2.73532 1.61043 -1.81266
C 2.09028 -5.03153 -0.52184
C -1.36320 -1.54883 -2.80970
H -3.65029 -0.60997 -0.51164
C -1.73972 -1.24674 -5.54981
C 0.27036 -0.14492 4.47297
H -2.26246 -2.38024 4.28771
S 0.52837 2.80276 -0.58003
H 5.33642 -3.68345 -2.28801
F -0.74756 -1.43816 6.16112
H 4.49076 -1.97913 -0.73027
H 5.78173 -0.27825 3.51791
H 3.65631 -1.54967 3.45019
C -4.95715 -2.19680 0.09546
C -1.08919 -0.25969 -4.82719
H 2.84001 -5.80024 -0.38598
H 2.54584 -2.36761 -5.25650
C 2.35484 3.97890 -2.18961
H 1.07708 0.95269 2.84677
C 3.44906 4.03081 -3.03962
C -0.48270 -0.36106 2.14609
H -1.89512 -4.51232 -0.30806
C -0.66626 -1.08281 4.85531
H -1.88825 -1.12857 -6.61516
C 4.64108 0.72963 0.49412
C 1.62929 -4.31067 0.57125
C 1.99895 2.78085 -1.58939
H -2.73485 -3.14850 -5.46517
C 2.97444 -2.28505 -4.26570
C 4.18043 2.88141 -3.28609
C -5.06972 -3.55422 0.36816
H 5.03520 2.90918 -3.94923
C 4.00187 -3.13474 -3.87394
H 4.91448 1.38317 -0.32400
*
```

***

Record 4
C42H34CsF3IN6O5Sb | ωB97M-V/def2-TZVPD

Calculated values
- Strongest force on any atom: 2.54 eV/A
- Lowest unoccupied orbital energy: 3.65 eV
- HOMO: -0.094 Ha
- E_tot: -3183.36373 Eh
- Energy above the lowest of the compared OMol25 structures with the same formula, charge and spin: 0.0 kJ/mol

Geometry as ORCA input:
```
! RIJCOSX wB97M-V def2-TZVPD def2/J DEFGRID3
* xyz -2 1
C -0.93545 0.10190 -4.50351
F 3.29528 6.37057 3.97609
O -2.70725 -5.57937 -4.74016
C 0.60894 3.59362 2.47542
C 0.71489 0.09955 -6.24415
O 0.54890 -2.08514 -2.53527
C 5.52061 -0.02628 1.45614
C 1.21861 -4.28895 -2.00863
H 3.65645 3.78649 4.00663
H -5.06347 5.32358 1.20609
H -3.09762 -3.33297 -2.99339
F -2.35897 -1.90253 5.94074
C -2.46374 -5.87630 -3.37583
N -1.60247 -2.63284 1.27519
O 1.46369 0.64103 0.95420
C -1.19274 -5.26074 -2.85209
C -2.34916 3.51698 2.21736
H -1.83018 -3.39636 0.62820
N 2.59591 1.83563 -1.82450
H 0.73251 0.10440 3.34324
N -2.07649 -1.88054 -3.89272
C -2.56132 0.76247 3.48313
H -0.24594 -7.14939 -2.41609
H -1.21019 -3.02457 2.13500
H 5.67065 0.33407 -0.65320
H 1.97646 2.38201 -3.78044
H 1.03497 6.96780 2.83934
C -2.94972 -0.16392 4.43667
C -0.65971 -0.89577 4.63316
C 4.64237 -0.11133 2.52753
H -0.55808 5.30567 1.91586
H 0.00704 1.87289 -5.23858
C -2.37589 3.86632 3.56450
H 1.41132 0.63958 -6.88432
H 0.07752 -1.56152 5.08765
C -0.05421 0.78754 -5.31532
N 1.00817 -5.57969 -1.99396
C -1.23410 0.88359 3.10182
H -1.62574 3.45373 4.23405
C 3.64658 0.49895 0.00560
C 2.72168 0.44007 1.09520
N 3.41402 -0.14026 -2.35228
C 2.89796 0.38395 -3.50357
H 2.91010 -0.15483 -4.44425
H -3.33047 -5.55409 -2.76729
C -3.33570 4.72553 4.07536
N -2.72441 -1.84984 1.58305
C 0.26263 -3.31308 -2.49558
C 2.54970 -3.79349 -1.54932
C 3.29849 0.09924 2.34597
O -2.03248 -0.01337 0.40337
Sb -0.75421 2.17797 1.44391
H 3.21206 -4.64599 -1.32760
H -0.38698 -3.04598 -5.62473
H -3.35936 5.00620 5.12851
O -4.15472 -0.21346 1.09646
C 1.80322 3.19362 3.05078
C 3.19158 0.76140 -1.35002
H 2.99239 -3.17690 -2.35113
C 2.71947 4.10848 3.55475
H 1.17185 -1.81982 -7.09866
C -3.31987 4.04201 1.38239
C -0.15618 -6.06449 -2.42614
C -2.99208 -0.59813 0.96730
H 3.81614 -1.07046 -2.23432
C -4.28341 5.23602 3.20608
C 5.00199 0.26045 0.20645
H -3.58297 -2.33014 1.85002
H -3.32730 3.76081 0.33153
C 2.41837 5.45244 3.46749
C 1.24487 5.89687 2.88874
H 2.04397 2.13218 3.08348
I -2.16889 1.14418 -3.14861
H -3.32520 1.36311 3.00024
C 2.41204 1.61178 -3.15609
H -2.51593 -4.62505 -4.86650
H -2.40435 -6.97038 -3.31516
Cs -0.00215 -0.46969 -0.73709
C 0.35831 4.95668 2.38795
C -1.98821 -0.97994 4.99571
C -2.08568 -3.00733 -3.28262
H 5.02055 -0.34431 3.52260
C 0.59147 -1.27828 -6.34690
H 2.63199 0.00441 3.20002
F -5.23022 6.09837 3.69170
C -1.05503 -1.29406 -4.56958
H 6.58687 -0.17534 1.59833
C -0.27834 -1.96605 -5.52744
C -4.29804 4.90582 1.86353
C -0.99910 -3.86746 -2.89563
H -3.99391 -0.26464 4.73351
C -0.30028 0.04398 3.67695
H 2.43539 -3.15895 -0.65235
*
```

***

Record 5
C42H35Cl3N3O2PRb | ωB97M-V/def2-TZVPD

Calculated values
- Strongest force on any atom: 0.35 eV/A
- Lowest unoccupied orbital energy: -2.32 eV
- HOMO: -0.391 Ha
- E_tot: -3682.16021 Eh
- Energy above the lowest of the compared OMol25 structures with the same formula, charge and spin: 3.6 kJ/mol

Geometry as ORCA input:
```
! RIJCOSX wB97M-V def2-TZVPD def2/J DEFGRID3
* xyz 1 1
C 4.88390 -3.92634 -2.77237
C 1.17906 5.02818 0.95422
C -0.63417 -1.85608 5.36825
C -3.53603 -2.48306 -3.58697
C 3.20347 -0.78996 2.91474
C -1.28135 -3.86827 -0.20138
H 2.80635 -1.46524 3.66299
H 3.10086 -2.76195 -3.02922
C -3.02691 -2.38041 -1.23830
C 5.59099 1.60277 -3.61218
Cl -0.36879 -0.38704 -3.29861
O -1.75252 -4.19875 2.08692
H 2.05830 3.59016 4.27918
C -0.86112 3.78427 1.14264
C 4.01864 -2.88668 -2.46473
C -2.09115 -4.73900 0.78344
H 2.23244 2.87389 2.00925
H 6.49969 1.44125 -4.17618
H -2.54441 4.57776 0.07574
C 3.90222 0.74207 -2.09671
C -0.95914 -2.68896 4.31002
N -0.33517 -0.98289 2.74856
C 3.27841 1.98651 -2.17371
C 6.35154 -3.21434 -1.00607
H 6.72624 -4.90435 -2.27298
H 5.73506 -1.48675 0.09972
C -1.10589 -3.04527 1.83641
H 7.25989 -3.34435 -0.43236
H -3.16615 -4.62589 0.64398
C -0.78763 -2.20359 3.02094
C -1.73513 0.72708 -3.48549
H -4.50118 -1.15815 -2.19945
C 5.07241 0.57554 -2.83706
C 1.12127 3.24144 3.85392
H 3.26555 3.97466 -2.95241
C 1.19362 2.93934 2.34235
Cl 1.81908 2.29528 -1.26379
C -0.16110 -0.58203 5.10203
H 5.04105 2.03895 2.63003
N -0.81381 -2.75334 0.63896
C 0.54380 5.95635 0.14402
H 0.10185 0.10568 5.89250
N 0.61647 1.59010 2.24053
H 5.58643 -0.37570 -2.81017
C 3.93926 0.32325 3.30115
H 2.23222 5.14508 1.18578
P 3.13264 -0.63365 -1.14878
C 6.05168 -4.09085 -2.04040
C 3.78413 3.02555 -2.93380
H -1.82468 -5.79177 0.76897
H -0.75136 -2.19578 6.38838
H -2.57737 0.17308 -3.88146
H -3.20080 -1.94502 -0.26011
H -1.09946 -4.69065 -2.78089
C -2.07084 -3.37933 -1.39025
C -1.49822 4.70741 0.32245
H 4.64512 -4.61015 -3.57627
H 4.65877 1.58574 0.24016
H -0.40253 -4.40686 -0.56505
H -1.41599 2.94285 1.54258
C 4.23955 0.92109 0.98624
H 5.34481 3.63556 -4.26280
C -2.58152 -3.47841 -3.74579
Cl -2.20802 1.42943 -1.92173
C 0.48272 3.93507 1.45989
Rb -0.02963 -0.04720 -0.09575
H -1.33577 -3.68933 4.46544
H -2.40307 -3.91027 -4.72172
H 2.39448 -1.90539 1.27445
C 3.49857 -0.18867 0.59226
C 4.45520 1.17710 2.33500
C -3.75519 -1.93217 -2.33086
C -0.03102 -0.19347 3.77557
H -1.43567 1.53434 -4.14201
C 4.94754 2.82937 -3.66097
H -1.29305 6.51141 -0.81981
H -4.11457 -2.14512 -4.43731
O 0.80232 1.95806 4.45387
C 4.31820 -1.99308 -1.43719
C 0.47416 1.15875 3.41970
H 0.31825 3.93598 4.10070
C -0.79741 5.79362 -0.17970
C 2.97577 -1.03606 1.57000
H 1.09569 6.80396 -0.24089
C -1.85170 -3.92083 -2.65126
H 4.11657 0.51946 4.35090
C 5.49094 -2.16802 -0.70645
*
```